No. 1
C32H47N7O2S2 | ωB97M-V with the def2-TZVPD basis set

Each line ends with the Mulliken charge.
Geometry (Å):
1 H 4.551 3.739 2.644  0.51
2 H -3.751 0.787 -0.524  0.35
3 C 0.327 -1.021 0.040  0.95
4 H -5.220 1.201 -2.796  0.43
5 H -0.360 1.760 1.466  0.17
6 C -1.945 -3.735 -2.070  -0.73
7 H -2.646 5.678 2.584  0.38
8 H 3.400 3.226 1.396  0.16
9 H 6.542 2.257 3.402  0.32
10 C 1.702 0.729 4.017  -0.63
11 H 1.868 1.893 0.402  0.40
12 H 3.834 -1.573 3.189  0.38
13 H 3.585 2.302 2.881  0.00
14 H 3.239 2.366 -1.865  0.56
15 N -2.119 0.778 -1.868  0.53
16 H -3.516 1.298 1.698  -0.46
17 H 2.505 -6.971 -3.912  0.38
18 C -0.567 -0.231 0.728  -2.39
19 C -3.156 -4.474 -2.171  -0.57
20 C 2.428 2.905 -2.329  -0.15
21 N -3.295 -2.609 0.758  0.27
22 H -5.039 -1.759 -0.068  0.49
23 C 2.683 -6.020 -3.438  -0.72
24 C -2.711 -2.655 1.986  -0.72
25 H -3.874 -1.725 -3.591  0.24
26 C -3.347 -1.743 2.794  -0.61
27 H 1.511 1.516 -3.852  0.50
28 O -1.355 3.043 2.225  -0.76
29 N 2.235 -0.182 3.144  0.41
30 C -3.449 0.878 -1.553  0.04
31 C 3.263 -0.844 3.739  -0.75
32 C -2.149 -2.512 -2.646  -0.18
33 N 0.031 0.984 0.933  1.07
34 S 5.454 1.999 1.307  0.59
35 H 5.454 0.870 3.398  0.04
36 H 1.821 -0.489 2.276  0.25
37 H -1.374 0.630 -1.204  0.22
38 O 6.335 3.050 0.739  -0.68
39 H 0.728 -4.990 -3.583  0.46
40 C 3.852 -5.647 -2.823  -0.41
41 C -3.815 2.250 2.127  -0.52
42 H -3.764 2.172 3.217  0.47
43 H -5.180 -0.515 2.370  0.60
44 H -3.350 -5.458 -1.777  0.42
45 H 0.007 3.681 -4.446  0.41
46 H -1.553 -0.437 1.113  0.52
47 C 1.736 -4.996 -3.201  -0.21
48 H -0.997 -4.047 -1.658  0.56
49 C -4.149 1.119 -2.705  -1.14
50 H -1.493 -1.701 -2.907  0.46
51 H -1.825 -3.252 2.129  0.45
52 C -1.970 0.927 -3.219  -0.54
53 C -4.386 -1.769 0.788  -0.54
54 C 2.476 0.724 5.141  -0.61
55 C -4.431 -1.217 2.038  -0.53
56 H 4.809 -6.135 -2.768  0.38
57 C -4.043 -3.681 -2.851  -0.75
58 H 0.790 5.539 -2.986  0.19
59 H 2.366 -0.552 -0.743  0.47
60 H 4.242 -0.567 5.662  0.47
61 N 1.154 4.605 -2.929  0.03
62 H 2.582 4.907 -1.364  0.44
63 H 4.348 -3.863 -1.812  0.19
64 C 2.140 4.214 -2.059  -0.79
65 H 2.066 -3.025 -2.150  0.34
66 C 1.264 1.007 0.350  -0.82
67 H -3.103 -1.479 3.809  0.43
68 H -3.388 1.279 -4.830  0.43
69 C 1.575 2.483 -3.381  -0.55
70 C 0.811 3.560 -3.740  -0.59
71 C 4.130 2.874 2.124  -0.59
72 C -3.292 4.802 2.664  -1.08
73 H -3.355 4.505 3.708  0.30
74 H -5.054 -3.862 -3.174  0.42
75 H -4.858 2.482 1.907  0.52
76 C -3.207 1.115 -3.781  -0.93
77 H 0.935 1.400 3.668  0.55
78 H 7.052 0.759 2.567  0.35
79 H -3.140 -3.265 0.005  0.21
80 H 0.204 -2.046 -0.270  0.52
81 S -2.646 3.503 1.627  0.50
82 N -3.417 -2.508 -3.152  0.17
83 N 3.648 -4.423 -2.263  0.02
84 H -4.253 5.105 2.245  0.40
85 C 3.455 -0.285 4.981  -0.47
86 H -0.979 0.859 -3.635  0.65
87 C 1.477 -0.227 -0.225  -0.86
88 C 2.368 -3.996 -2.505  -0.44
89 H 2.328 1.324 6.023  0.42
90 C 6.209 1.398 2.815  -0.68

The energy comes out at -70140.0307 eV. The total charge is 0. Its HOMO energy is -0.3011 Ha. Its maximum force is 1.1 eV/Å. The HOMO-LUMO gap is 8.44 eV.

No. 2
C27H32BN8S3V | ωB97M-V with the def2-TZVPD basis set

Each line ends with the Mulliken charge.
Geometry (Å):
1 H -4.659 -0.011 -4.567  0.41
2 C -5.238 3.153 -2.439  -0.33
3 H -1.514 -6.257 -0.862  0.33
4 H -2.827 -4.495 0.075  0.30
5 H 1.592 1.094 -1.883  0.48
6 N 3.413 -0.875 1.381  -0.06
7 H 3.577 6.122 0.342  0.43
8 C 4.114 0.264 1.550  -0.25
9 H -5.414 4.039 -1.839  0.39
10 C 2.815 3.345 -1.434  -0.13
11 H -4.016 0.005 -2.180  0.43
12 C 1.727 3.314 0.715  0.03
13 C -4.447 0.890 -2.635  -0.13
14 C 1.983 2.714 -0.517  0.29
15 C -0.823 2.180 -1.644  -0.69
16 C -0.148 -3.474 -0.567  0.40
17 C -1.931 2.874 -0.894  -0.78
18 H -4.726 1.270 0.165  0.53
19 H 3.280 -4.723 4.302  0.51
20 H -0.378 -6.224 0.498  0.29
21 H 6.216 -2.101 2.355  0.52
22 H -0.281 -2.331 3.880  0.53
23 V 1.602 -1.597 1.016  0.21
24 H -1.530 3.551 -0.135  0.35
25 H 4.038 5.057 -1.839  0.44
26 H 2.792 -3.203 0.651  0.15
27 C -4.812 0.879 -3.971  -0.73
28 H -5.688 1.991 -5.585  0.40
29 C 3.391 4.569 -1.122  -0.74
30 S -3.042 -0.632 0.644  -0.29
31 H 2.099 5.004 1.977  0.44
32 C -5.395 2.004 -4.543  -0.46
33 C 2.299 4.539 1.021  -0.87
34 C -2.238 0.742 0.196  0.25
35 C -5.611 3.138 -3.777  -0.58
36 C 1.391 1.367 -0.846  0.72
37 S -0.014 -0.016 1.650  -0.26
38 H -6.071 4.013 -4.217  0.40
39 S 0.850 -2.197 -1.181  -0.46
40 C 1.297 -3.720 4.639  -1.09
41 C -0.951 -5.610 -0.196  -0.45
42 N -0.072 1.345 -0.680  0.20
43 N -0.045 -4.734 -0.953  -0.15
44 C -4.238 2.049 -0.413  -1.41
45 H 0.689 -5.050 -1.566  0.23
46 H 0.954 -4.063 5.599  0.44
47 C -1.841 -4.583 0.533  -0.53
48 H -0.122 2.898 -2.063  0.51
49 H 3.017 2.881 -2.393  0.44
50 C 2.484 -4.065 3.995  -0.18
51 C -4.657 2.031 -1.861  0.62
52 H 1.088 2.822 1.442  0.43
53 H -2.543 3.447 -1.588  0.47
54 C -0.718 0.734 0.267  0.69
55 H 3.664 1.227 1.358  0.45
56 H -1.492 -2.413 0.574  -0.37
57 H 6.194 0.639 2.189  0.45
58 C 3.132 5.166 0.102  -0.47
59 H -1.961 -4.810 1.589  0.34
60 H 1.812 0.595 -0.205  -1.32
61 B 3.541 -3.298 1.652  0.10
62 C 5.420 -1.435 2.062  -0.12
63 N 4.233 -1.911 1.705  -0.02
64 H 4.293 -4.212 1.550  -0.03
65 N -2.781 1.850 -0.286  0.01
66 C 0.662 -2.844 3.778  -0.37
67 N 1.419 -2.674 2.679  0.53
68 N 2.536 -3.432 2.827  -0.13
69 H -4.468 3.014 0.042  0.40
70 H -1.217 1.545 -2.440  0.41
71 N -1.096 -3.328 0.344  0.61
72 C 5.391 -0.044 1.973  -1.13

The energy comes out at -99298.8072 eV. The total charge is +2. Its HOMO energy (spin up / spin down) is -0.4970 / -0.4970 Ha. The multiplicity is 3. Its maximum force is 0.2 eV/Å. The HOMO-LUMO gap (spin up / spin down) is 6.77 / 7.14 eV.

No. 3
C19H15F3O3S | ωB97M-V with the def2-TZVPD basis set

Each line ends with the Mulliken charge.
Geometry (Å):
1 H 2.986 -0.693 1.339  0.16
2 C -0.411 -2.041 1.624  -1.21
3 H 1.687 -3.225 -0.123  0.46
4 H -3.096 3.585 -0.802  0.13
5 C 3.844 0.541 -0.016  0.59
6 H -6.440 0.998 -0.312  0.51
7 H 4.845 1.638 -1.880  0.34
8 F 5.692 0.342 1.280  -0.24
9 H 0.535 0.611 1.379  0.67
10 C 4.099 0.840 -1.466  -0.82
11 F 5.471 2.190 0.443  -0.36
12 H -0.887 -2.889 1.248  0.48
13 C -2.354 -0.862 0.958  -0.15
14 C -0.419 0.568 1.340  -0.87
15 C -4.875 2.292 -0.527  -0.04
16 H 1.906 -1.441 -2.733  0.83
17 C -4.654 0.193 0.196  -0.81
18 C 4.707 1.128 0.971  0.82
19 F 4.048 1.723 1.833  -0.21
20 C -0.690 -1.091 -0.742  -0.13
21 H -0.352 -2.034 2.632  0.58
22 H -0.700 0.566 2.488  0.32
23 C -5.504 1.055 -0.029  -0.81
24 O -3.012 -1.806 1.544  -0.66
25 C -3.436 2.380 -0.576  -0.81
26 C 2.428 -0.754 -2.254  -0.96
27 S -0.940 1.725 0.196  -0.33
28 C -1.003 -0.845 0.630  0.89
29 H -0.072 0.053 -1.089  0.27
30 H -5.116 -0.748 0.520  0.29
31 O 0.991 -2.152 1.264  -0.51
32 O 0.076 -2.325 -0.982  -0.48
33 H -1.537 -1.155 -1.511  0.30
34 C -2.611 1.510 0.079  1.71
35 H 3.449 0.057 -3.495  0.08
36 C 1.376 -2.131 -0.268  -0.40
37 C 3.271 0.082 -2.266  -0.14
38 H -5.480 3.376 -0.969  0.19
39 C -3.089 0.411 0.439  0.01
40 C 3.013 -0.519 0.177  0.62
41 C 2.256 -1.150 -0.540  -0.29

The energy comes out at -45061.5585 eV. The total charge is 0. Its HOMO energy is -0.3216 Ha. Its maximum force is 15.0 eV/Å. The HOMO-LUMO gap is 8.23 eV.

No. 4
C19H48BrF9N4O13S3 | ωB97M-V with the def2-TZVPD basis set

Each line ends with the Mulliken charge.
Geometry (Å):
1 H 15.909 -3.766 8.556  0.23
2 C 15.460 -0.854 12.789  0.55
3 H 10.663 0.814 3.823  0.55
4 H 14.781 -2.529 5.687  -0.37
5 C 14.409 -5.319 11.274  -1.53
6 H 10.043 1.193 1.356  0.39
7 H 16.169 0.753 9.539  0.38
8 O 17.369 -1.746 5.474  -0.88
9 C 9.822 -5.657 5.850  0.35
10 H 8.657 -2.272 2.848  0.26
11 C 10.033 -0.653 2.357  0.75
12 O 15.118 0.156 7.879  -0.51
13 H 11.043 -4.725 7.301  0.00
14 N 14.941 -1.552 5.410  0.33
15 H 8.924 0.853 3.501  0.54
16 S 17.961 -2.776 6.343  1.07
17 H 8.986 -7.110 7.241  0.45
18 H 16.285 -6.757 10.169  0.33
19 C 8.483 -3.455 0.612  -0.77
20 S 15.287 -1.932 14.319  1.07
21 H 14.083 -1.582 7.937  -0.22
22 H 14.851 -1.503 4.397  0.33
23 O 10.536 -4.385 9.365  -0.75
24 H 15.960 -1.434 5.603  0.40
25 C 19.190 -1.834 7.393  0.63
26 C 11.004 -4.128 3.510  -0.94
27 H 14.339 0.340 5.622  0.37
28 F 19.961 -2.655 8.129  -0.22
29 H 14.073 -6.297 10.919  0.42
30 C 18.978 -5.826 9.757  -0.88
31 H 17.139 -5.781 11.467  0.48
32 H 14.836 -5.112 8.475  0.40
33 H 19.108 -6.907 9.902  0.34
34 H 14.713 -5.375 12.319  0.45
35 H 12.476 -2.054 5.344  -0.02
36 H 8.022 -1.088 1.701  0.58
37 F 18.601 -0.981 8.231  -0.19
38 C 15.556 -4.772 10.456  1.00
39 H 11.281 0.231 0.894  0.36
40 H 8.669 -4.570 4.503  0.41
41 F 10.774 -0.723 10.270  -0.21
42 H 8.679 -3.783 -0.413  0.30
43 H 15.119 -0.718 9.771  0.06
44 O 11.148 -3.395 11.542  -0.60
45 F 20.006 -1.170 6.558  -0.23
46 H 12.390 -0.582 4.381  0.19
47 O 12.520 -3.022 9.563  -0.63
48 C 9.433 -4.309 5.254  -0.92
49 C 12.586 -0.967 5.382  -1.06
50 O 10.444 -3.551 4.665  0.42
51 H 11.960 -5.401 6.148  -0.21
52 O 18.672 -3.833 5.634  -0.66
53 H 11.609 -5.029 3.647  0.28
54 H 8.330 -5.552 7.568  0.33
55 C 16.709 -5.784 10.463  -1.10
56 C 10.230 -1.776 9.674  0.58
57 H 10.199 -4.334 2.792  0.19
58 H 13.073 -0.076 7.875  0.57
59 C 8.930 -1.622 2.016  -0.81
60 O 16.513 -1.750 15.102  -0.69
61 O 15.222 -3.276 13.767  -0.58
62 H 8.926 -3.707 6.009  0.44
63 F 10.190 -1.630 8.330  -0.22
64 O 17.654 -5.448 9.489  -0.13
65 H 19.601 -5.553 8.910  0.21
66 N 15.205 -4.338 9.036  0.95
67 H 10.919 -1.260 2.544  -0.21
68 H 7.462 -3.070 0.539  0.35
69 C 8.699 -6.178 6.755  -1.62
70 H 7.851 -6.351 6.089  0.43
71 H 8.581 -4.380 1.182  0.26
72 C 13.924 -0.598 5.997  0.15
73 F 16.209 -1.482 11.889  -0.18
74 N 10.293 0.221 1.153  -0.08
75 H 11.785 -0.625 6.039  0.44
76 H 15.967 -3.889 10.946  -0.05
77 C 15.237 0.259 9.297  -0.60
78 Br 14.161 -4.885 5.426  -0.83
79 F 16.051 0.291 13.077  -0.26
80 N 11.076 -5.546 6.674  0.42
81 O 9.366 -2.389 0.905  -0.39
82 H 13.534 -4.672 11.327  0.21
83 H 11.241 -6.382 7.233  0.41
84 F 8.969 -1.892 10.094  -0.24
85 H 9.760 -0.053 0.322  0.35
86 O 14.070 -1.491 14.969  -0.68
87 C 13.978 -0.577 7.518  -0.02
88 H 11.698 -3.457 3.002  0.18
89 H 10.077 -6.421 5.118  0.33
90 O 17.027 -3.231 7.352  -0.92
91 H 19.338 -5.373 10.686  0.37
92 H 9.573 -0.405 4.484  0.24
93 S 11.181 -3.322 10.109  0.96
94 H 14.296 -3.846 9.025  -0.17
95 C 9.793 0.196 3.603  -1.67
96 F 14.247 -0.665 12.296  -0.19
97 H 14.356 0.806 9.649  0.40

The energy comes out at -180062.3445 eV. The total charge is 0. Its HOMO energy is -0.2488 Ha. Its maximum force is 2.7 eV/Å. The HOMO-LUMO gap is 4.25 eV.

No. 5
C5H8O2 | ωB97M-V with the def2-TZVPD basis set

Each line ends with the Mulliken charge.
Geometry (Å):
1 H 0.642 -1.766 0.608  0.19
2 H 2.255 -1.159 -0.039  0.33
3 O 1.158 0.846 -1.545  -0.53
4 O -0.210 0.517 1.521  -0.42
5 H 1.912 1.000 1.429  0.37
6 H 1.478 0.134 -2.111  0.35
7 C -1.919 -0.247 -0.154  -1.29
8 H -1.679 -1.308 -0.028  0.27
9 C -0.728 0.621 0.166  0.42
10 C 0.644 0.279 -0.396  0.35
11 H -2.196 -0.071 -1.200  0.33
12 C 1.248 -0.916 0.295  -0.93
13 H -0.941 1.679 -0.035  0.28
14 H -2.780 -0.005 0.475  0.34
15 C 1.114 0.394 1.014  -0.06

The energy comes out at -9407.3264 eV. The total charge is 0. Its HOMO energy is -0.3346 Ha. Its maximum force is 0.4 eV/Å. The HOMO-LUMO gap is 9.91 eV.

No. 6
C3H8N2OS | ωB97M-V with the def2-TZVPD basis set

Each line ends with the Mulliken charge.
Geometry (Å):
1 C -0.006 0.418 -0.209  0.38
2 H 2.290 -1.420 -1.705  0.23
3 N 0.874 1.028 0.760  -0.51
4 S -2.304 1.206 1.362  -0.24
5 H 1.711 -0.189 -2.605  0.20
6 C 0.552 -0.810 -0.886  0.30
7 N 1.652 -0.640 -1.707  -0.41
8 H -0.179 1.098 -1.062  0.16
9 C -1.340 -0.074 0.513  -0.87
10 O 0.086 -1.930 -0.779  -0.53
11 H -1.980 -0.549 -0.218  0.38
12 H 1.705 0.610 1.148  0.21
13 H 0.354 1.409 1.542  0.20
14 H -0.959 -0.694 1.312  0.36
15 H -2.455 0.537 2.535  0.15

The energy comes out at -19103.1432 eV. The total charge is 0. Its HOMO energy is -0.3345 Ha. Its maximum force is 1.8 eV/Å. The SMILES is NC(=O)[C@H](N)CS. The HOMO-LUMO gap is 9.90 eV.